15
Properties=species:S:1:pos:R:3 method="wB97M-V/def2-TZVPD" lumo_energy_ev=0.72 relative_energy_kcal_mol=176.9 e_homo_ev=-8.3 orbital_gap_ev=9.0 energy_ha=-433.0409
C -2.77 -0.96 1.52
C -1.70 -1.61 1.85
C -0.85 0.86 -1.22
N 3.62 0.31 0.11
N 2.53 0.47 -0.51
N 1.30 0.34 -0.18
O -3.59 -0.16 1.36
O 0.54 0.53 -1.32
H -1.76 -2.65 1.80
H -0.79 -1.10 2.17
H -1.15 0.82 -0.22
H -1.31 0.12 -1.85
H -1.14 1.84 -1.49
H 4.45 0.46 -0.52
H 2.61 0.73 -1.50


15
Properties=species:S:1:pos:R:3 method="wB97M-V/def2-TZVPD" lumo_energy_ev=0.49 relative_energy_kcal_mol=201.8 smiles="O=C(NO)NN1CC1" e_homo_ev=-9.2 orbital_gap_ev=9.7 energy_ha=-433.0011
O -0.67 1.30 0.08
C -0.71 0.10 -0.23
N -2.02 -0.84 0.10
O -3.02 0.28 0.01
N 0.32 -0.80 -0.30
N 1.60 -0.63 -0.30
C 2.29 0.55 -0.47
C 2.46 -0.04 0.82
H -1.92 -1.47 0.97
H -2.24 0.91 0.44
H 0.02 -1.59 -0.60
H 1.85 1.54 -0.48
H 3.06 0.44 -1.42
H 1.92 0.29 1.86
H 3.36 -0.44 1.24